{
  "formula": "C26H35O5PbS",
  "method": "the ωB97M-V functional and the def2-TZVPD basis",
  "elements": ["O", "C", "C", "H", "H", "C", "H", "H", "C", "H", "H", "H", "C", "H", "H", "H", "Pb", "C", "C", "C", "H", "C", "C", "H", "H", "H", "H", "C", "C", "C", "H", "C", "C", "H", "H", "H", "H", "O", "C", "C", "H", "H", "C", "H", "H", "C", "H", "H", "H", "H", "C", "C", "C", "C", "C", "C", "C", "S", "O", "O", "O", "H", "H", "H", "H", "H", "H", "H"],
  "xyz": [[-0.5126, 1.1696, -2.6100], [0.4789, 1.1239, -3.6805], [-0.3007, 2.1435, -4.5467], [0.5537, 0.0856, -4.0598], [1.4834, 1.4398, -3.3469], [-1.3873, 1.9874, -3.4468], [-0.5714, 1.7408, -5.5398], [0.1565, 3.1390, -4.5723], [-2.5473, 1.1468, -3.9841], [-2.1702, 0.3193, -4.6223], [-3.2341, 1.7646, -4.5821], [-3.1278, 0.6980, -3.1614], [-1.7252, 3.2293, -2.6072], [-0.8121, 3.8425, -2.5144], [-2.0473, 2.8920, -1.5883], [-2.4874, 3.8703, -3.0530], [1.5318, -3.3132, -1.5818], [1.3692, 1.3292, 1.3755], [2.4067, 0.5062, 0.8387], [2.7109, 0.9695, -0.4662], [2.8837, -0.3150, 1.3367], [1.8286, 2.0357, -0.7740], [0.9958, 2.2543, 0.3604], [0.1966, 2.9926, 0.4401], [0.9481, 1.2423, 2.3736], [3.4962, 0.5819, -1.1053], [1.7980, 2.6190, -1.6899], [-1.5137, -0.1525, 1.5328], [-2.2895, 0.9076, 1.0064], [-2.5080, 0.6306, -0.3572], [-2.6666, 1.7749, 1.5477], [-1.9464, -0.6327, -0.6659], [-1.3385, -1.1256, 0.5227], [-0.8765, -2.1197, 0.6017], [-1.1164, -0.2384, 2.5500], [-3.0571, 1.2947, -1.0304], [-2.0175, -1.1599, -1.6229], [1.0807, -2.3024, -4.7653], [0.4047, -1.5087, -5.8331], [0.7323, -2.0529, -7.2272], [0.7220, -0.4482, -5.7924], [-0.6843, -1.5226, -5.6661], [1.7559, -3.1739, -6.9758], [1.1369, -1.2757, -7.8798], [-0.1680, -2.4386, -7.7156], [1.8222, -3.3467, -5.4347], [2.7294, -2.8738, -7.3965], [1.4525, -4.0918, -7.4988], [2.8657, -3.3253, -5.0926], [1.4029, -4.3235, -5.1423], [-0.6170, -1.2277, 6.3868], [-0.1250, -1.7338, 5.0777], [-0.6766, -2.8406, 4.4367], [-0.0505, -3.4074, 3.3260], [1.0492, -2.7703, 2.7158], [1.6685, -1.7269, 3.4271], [1.0144, -1.1544, 4.5106], [1.6211, -3.4148, 1.1131], [2.1768, -2.2517, 0.2818], [2.6020, -4.4359, 1.3740], [0.4066, -3.8804, 0.2926], [-1.7018, -1.2953, 6.4755], [-0.1635, -1.8117, 7.1985], [-0.3358, -0.1792, 6.5046], [-1.6009, -3.2540, 4.8401], [-0.4246, -4.3586, 2.9561], [2.6570, -1.3613, 3.1376], [1.4094, -0.2720, 5.0026]],
  "forces_ev_per_angstrom": [[0.6, 0.0, -0.9], [0.2, -0.3, 0.4], [0.2, -0.7, 0.4], [0.0, 0.8, 0.2], [-0.5, -0.2, -0.1], [-0.2, 0.2, 0.0], [0.1, 0.6, 0.4], [-0.1, -0.3, -0.3], [-0.3, -0.1, 0.3], [-0.1, 0.5, 0.4], [0.2, -0.2, 0.1], [0.2, 0.2, -0.3], [0.0, -0.3, 0.1], [-0.3, -0.3, 0.2], [0.3, 0.5, -1.0], [-0.1, -0.1, 0.0], [-0.3, 0.6, -1.2], [-1.1, 1.6, -1.3], [0.1, 0.9, -0.7], [-0.5, 0.6, -0.7], [0.2, 0.1, 0.0], [1.7, -1.4, -0.3], [-0.4, -1.2, 3.0], [0.3, -0.3, 0.0], [0.0, 0.1, -0.3], [-0.1, 0.1, 0.1], [0.1, -0.2, 0.3], [0.3, -0.8, 0.4], [-0.8, 0.7, -1.9], [-0.9, 2.2, 2.1], [0.3, -0.3, -0.2], [1.3, -2.1, 1.3], [-0.1, -0.6, -1.9], [-0.4, 0.9, 0.2], [-0.3, 0.1, -0.4], [0.2, -0.5, 0.3], [0.0, 0.3, 0.4], [-0.3, 0.4, -1.9], [-0.3, 0.7, 0.2], [-0.1, -0.4, 0.3], [0.0, -0.8, 0.3], [0.4, -0.1, 0.3], [0.3, 0.1, -0.2], [0.0, -0.1, 0.2], [0.2, 0.0, 0.2], [0.2, -0.5, -0.1], [-0.3, -0.2, 0.4], [0.2, 0.2, 0.4], [-0.2, 0.1, 0.0], [0.0, 0.2, -0.1], [-0.3, 0.3, 0.1], [0.4, 0.0, -0.8], [0.3, -0.2, 0.1], [-0.3, 0.3, -0.6], [-0.5, -0.4, 0.6], [0.1, 0.3, -1.1], [0.2, -0.5, 0.3], [0.1, 0.4, 2.7], [-0.4, -1.3, 0.3], [-0.6, 0.3, -0.8], [1.3, 0.0, 0.6], [0.0, -0.1, 0.0], [-0.1, 0.2, -0.1], [0.0, -0.1, 0.2], [0.4, -0.3, -0.1], [-0.2, 0.3, -0.3], [-0.5, 0.1, -0.1], [0.3, -0.2, -0.1]],
  "de_lowest_kcal_mol": 8.3,
  "charge": 1,
  "total_energy_ha": -1978.46774,
  "e_lumo_ev": [-5.186, -5.182],
  "fmax_ha_per_bohr": 0.0639,
  "homo_lumo_gap_ev": [4.89, 4.81]
}